w | ORCA calculation (wB97M-V/def2-TZVPD) on a 5-piece molecular cluster, C5H20NO6 overall.

Gap between HOMO and LUMO ... 8.802 eV
Charge ... -1
2S+1 ... 1

```
32
Properties=species:S:1:pos:R:3:nbo_charge:R:1
C 2.516 0.814 1.662 -0.420
N 2.321 -0.276 0.686 -0.659
C 0.944 -0.543 0.238 -0.090
C 0.947 -1.719 -0.758 -0.424
C -0.441 -2.081 -1.324 -0.060
O -0.568 -1.626 -2.648 -0.749
C 0.027 -0.794 1.482 -0.067
O -0.929 0.235 1.736 -0.794
H -1.255 0.753 0.951 0.531
H 3.403 0.564 2.228 0.184
H 1.664 0.955 2.320 0.196
H 2.801 -1.103 1.017 0.346
H 0.629 0.409 -0.198 0.220
H 1.628 -1.616 -1.596 0.223
H 1.269 -2.507 -0.081 0.179
H -0.448 -3.172 -1.350 0.157
H -1.240 -1.685 -0.671 0.183
H -1.115 -0.827 -2.746 0.496
H -0.501 -1.762 1.387 0.140
H 0.677 -0.896 2.357 0.156
H 2.678 1.738 1.114 0.198
H -1.732 2.502 -0.699 0.449
O -1.793 1.609 -0.345 -1.213
H -3.098 1.688 2.226 0.453
H -2.755 2.145 0.755 0.499
O -3.133 2.462 1.659 -1.032
H -2.873 1.020 -1.230 0.506
H -3.618 -0.405 -1.303 0.441
O -3.688 0.499 -1.615 -1.041
H 2.869 0.644 -1.303 0.488
H 1.937 1.560 -2.057 0.469
O 2.876 1.417 -1.890 -0.965
```

x | ORCA calculation (wB97M-V/def2-TZVPD) on a 5-piece molecular cluster, C5H20NO6 overall.

Gap between HOMO and LUMO ... 7.643 eV
Charge ... -1
2S+1 ... 1

```
32
Properties=species:S:1:pos:R:3:nbo_charge:R:1
C -2.024 -0.301 -0.085 -0.623
C -0.547 -0.066 0.108 -0.084
C -0.576 0.800 1.379 -0.427
C 0.699 1.661 1.456 -0.075
O 1.340 1.762 2.692 -0.756
N 0.259 -1.323 0.484 -0.731
C 0.642 -2.123 -0.831 0.141
O -0.014 -1.717 -1.883 -0.964
H -2.662 -0.338 0.742 0.189
H -2.589 0.555 -0.510 0.207
H -2.229 -1.096 -0.812 0.211
H -0.117 0.430 -0.765 0.233
H -1.474 1.508 1.398 0.196
H -0.426 0.171 2.409 0.213
H 1.549 1.379 0.866 0.162
H 0.358 2.636 1.270 0.171
H 1.021 0.996 3.276 0.482
H -0.333 -1.903 1.026 0.340
H 1.730 -2.007 -0.764 0.092
H 0.285 -3.186 -0.760 0.111
H 0.844 -0.607 -2.762 0.498
H 1.893 -0.066 -1.925 0.451
O 1.454 0.166 -2.800 -1.004
H 1.371 3.078 -1.513 0.477
H -0.055 3.390 -1.315 0.468
O 0.843 3.723 -1.037 -0.942
H 1.245 -1.151 2.186 0.513
H 1.442 -1.852 3.553 0.462
O 1.377 -0.965 3.165 -1.003
H -2.056 -1.666 -2.280 0.468
H -1.153 -0.962 -3.052 0.494
O -2.095 -0.927 -2.917 -0.970
```

Relative energies, kJ/mol: w 0.0; x 213.9.

w | ORCA calculation (wB97M-V/def2-TZVPD) on one molecule with the formula C25H34N4O4S.

Gap between HOMO and LUMO ... 8.792 eV
Structure (SMILES) ... CCN(CC)c1ccc(S(=O)(=O)N2CCOCC2)cc1NC(=O)CN1CCc2ccccc2C1
2S+1 ... 1

```
68
Properties=species:S:1:pos:R:3:nbo_charge:R:1
C -0.166 -5.752 0.144 -0.636
C -0.295 -4.557 -0.807 -0.210
N -0.529 -3.258 -0.200 -0.476
C -1.604 -3.205 0.783 -0.215
C -2.971 -3.466 0.159 -0.625
C 0.586 -2.446 0.059 0.157
C 1.850 -2.957 0.342 -0.242
C 2.925 -2.121 0.595 -0.195
C 2.733 -0.756 0.575 -0.336
S 4.075 0.352 0.970 2.318
O 5.307 -0.393 0.919 -0.954
O 3.774 1.057 2.181 -0.937
N 3.945 1.438 -0.302 -0.678
C 4.194 2.833 0.002 -0.259
C 5.694 3.129 -0.033 -0.088
O 6.256 2.753 -1.273 -0.526
C 6.079 1.373 -1.513 -0.094
C 4.593 1.001 -1.521 -0.256
C 1.507 -0.209 0.255 -0.226
C 0.434 -1.040 -0.034 0.199
N -0.790 -0.539 -0.475 -0.651
C -1.152 0.750 -0.705 0.681
O -0.481 1.730 -0.470 -0.600
C -2.539 0.849 -1.340 -0.323
N -3.429 -0.179 -0.827 -0.456
C -4.595 -0.408 -1.664 -0.212
C -5.492 0.826 -1.802 -0.441
C -5.712 1.498 -0.473 -0.024
C -6.699 2.469 -0.345 -0.191
C -6.902 3.121 0.855 -0.209
C -6.112 2.809 1.950 -0.209
C -5.126 1.848 1.831 -0.190
C -4.918 1.188 0.627 -0.057
C -3.855 0.120 0.533 -0.247
H -1.124 -6.001 0.595 0.206
H 0.545 -5.553 0.941 0.207
H 0.177 -6.618 -0.416 0.221
H -1.128 -4.749 -1.492 0.196
H 0.608 -4.470 -1.413 0.210
H -1.427 -3.934 1.587 0.183
H -1.597 -2.215 1.244 0.210
H -3.164 -2.767 -0.651 0.217
H -3.040 -4.478 -0.229 0.205
H -3.742 -3.343 0.916 0.214
H 2.003 -4.023 0.379 0.217
H 3.903 -2.512 0.823 0.242
H 3.786 3.023 0.994 0.244
H 3.667 3.438 -0.742 0.205
H 5.888 4.198 0.075 0.196
H 6.185 2.578 0.784 0.172
H 6.537 1.173 -2.484 0.193
H 6.584 0.785 -0.734 0.191
H 4.472 -0.081 -1.592 0.221
H 4.086 1.483 -2.363 0.206
H 1.398 0.861 0.206 0.274
H -1.473 -1.237 -0.748 0.438
H -2.905 1.872 -1.178 0.210
H -2.412 0.699 -2.417 0.222
H -4.256 -0.742 -2.650 0.203
H -5.164 -1.222 -1.205 0.198
H -6.452 0.537 -2.236 0.223
H -5.031 1.544 -2.488 0.213
H -7.311 2.711 -1.203 0.208
H -7.674 3.872 0.939 0.214
H -6.262 3.317 2.891 0.215
H -4.503 1.604 2.680 0.209
H -2.978 0.416 1.115 0.216
H -4.246 -0.807 0.970 0.209
```

x | ORCA calculation (wB97M-V/def2-TZVPD) on one molecule with the formula C25H34N4O4S.

Gap between HOMO and LUMO ... 7.394 eV
Structure (SMILES) ... Cc1cccc(OCC(=O)Nc2cc(S(=O)(=O)N3CCCCC3)ccc2N2CCN(C)CC2)c1
2S+1 ... 1

```
68
Properties=species:S:1:pos:R:3:nbo_charge:R:1
C 5.267 -4.199 0.165 -0.617
C 4.168 -3.556 -0.824 -0.046
C 3.493 -4.310 -1.479 -0.235
C 2.478 -3.772 -2.321 -0.141
C 2.369 -2.493 -2.709 -0.311
C 3.365 -1.649 -1.917 0.328
O 3.544 -0.366 -1.786 -0.488
C 2.691 0.209 -2.813 -0.223
C 1.206 0.465 -2.352 0.644
O 0.275 0.492 -3.304 -0.632
N 1.219 0.386 -1.084 -0.573
C -0.028 0.525 -0.466 0.172
C -1.186 0.933 -0.876 -0.224
C -2.500 1.104 0.053 -0.489
S -3.796 1.695 -0.675 2.172
O -3.840 1.570 -2.200 -0.896
O -4.953 1.035 0.160 -0.925
N -3.866 3.440 -0.277 -0.602
C -5.013 4.112 0.014 -0.227
C -5.781 4.585 -1.292 -0.418
C -4.941 5.261 -1.943 -0.439
C -3.438 4.528 -2.235 -0.370
C -2.934 4.088 -1.010 -0.285
C -2.172 0.965 1.429 -0.069
C -1.087 0.311 1.844 -0.316
C 0.176 0.149 1.204 0.302
N 1.236 -0.369 1.654 -0.484
C 1.723 -0.152 3.032 -0.208
C 0.950 -1.611 3.899 -0.161
N 1.574 -2.601 3.284 -0.501
C 1.382 -3.731 3.951 -0.369
C 1.084 -2.875 2.012 -0.240
C 1.619 -1.798 0.976 -0.172
C 4.176 -2.225 -0.976 -0.313
H 6.223 -3.711 0.067 0.214
H 5.472 -5.274 -0.195 0.221
H 4.860 -4.147 1.309 0.214
H 3.177 -5.575 -1.264 0.206
H 1.595 -4.489 -2.745 0.219
H 1.672 -1.947 -3.190 0.237
H 3.050 1.355 -3.138 0.226
H 2.927 -0.068 -3.871 0.245
H 1.860 0.210 -0.580 0.388
H -1.360 1.172 -1.897 0.274
H -5.542 3.615 0.750 0.230
H -4.850 4.863 0.639 0.189
H -5.919 3.543 -1.689 0.213
H -6.695 4.992 -0.783 0.217
H -5.282 5.801 -2.762 0.214
H -4.600 6.191 -1.511 0.186
H -3.754 3.839 -2.985 0.230
H -2.865 5.396 -2.927 0.201
H -2.069 3.458 -1.241 0.215
H -2.754 5.012 -0.444 0.193
H -2.880 1.185 2.125 0.222
H -0.957 0.411 2.901 0.187
H 1.204 0.705 3.345 0.196
H 2.790 -0.217 3.124 0.213
H 1.419 -1.370 4.767 0.202
H 0.183 -1.227 3.988 0.162
H 1.681 -3.628 5.251 0.163
H 1.917 -4.628 3.711 0.220
H 0.282 -3.848 4.225 0.167
H 1.575 -3.778 1.476 0.237
H -0.020 -2.829 2.094 0.198
H 1.278 -1.823 0.062 0.198
H 2.795 -1.717 0.914 0.229
H 5.133 -1.616 -0.668 0.232
```

Relative energies, kJ/mol: w 0.0; x 2138.2.

w | ORCA calculation (wB97M-V/def2-TZVPD) on a 2-piece molecular cluster, C2H4O8S2 overall.

Gap between HOMO and LUMO ... 6.646 eV
Charge ... -2
2S+1 ... 1

```
16
Properties=species:S:1:pos:R:3:nbo_charge:R:1
C 1.301 -1.500 -0.151 -0.135
C 0.614 -0.264 -0.709 0.211
O -2.589 -0.619 1.222 -1.053
O -0.167 2.274 -0.406 -1.011
O -2.501 -0.867 -1.203 -1.047
O -2.565 1.463 -0.038 -0.972
O 0.385 0.936 1.619 -1.010
O 2.124 1.642 0.110 -1.047
O 1.481 -1.523 1.250 -0.752
O 0.329 -0.251 -1.906 -0.581
S -1.973 -0.106 -0.037 1.752
S 0.682 1.269 0.202 2.305
H 0.813 -2.439 -0.413 0.196
H 2.444 -1.521 -0.653 0.141
H 1.495 -0.556 1.477 0.499
H -1.874 2.061 -0.364 0.505
```

x | ORCA calculation (wB97M-V/def2-TZVPD) on a 2-piece molecular cluster, C2H4O8S2 overall.

Gap between HOMO and LUMO ... 7.473 eV
Charge ... -2
2S+1 ... 1

```
16
Properties=species:S:1:pos:R:3:nbo_charge:R:1
C 0.359 0.026 -0.821 -0.221
C -0.139 1.088 0.127 0.273
O -1.609 -2.113 -0.475 -1.063
O 1.923 0.484 1.784 -1.009
O -3.247 -2.504 1.273 -1.042
O -0.860 -1.905 1.971 -0.974
O 1.681 2.716 1.095 -1.031
O -0.033 1.993 2.587 -0.970
O 1.681 -0.324 -0.688 -0.775
O -1.249 1.618 0.091 -0.515
S -2.175 -1.587 0.839 1.654
S 0.915 1.541 1.532 2.260
H -0.217 -0.912 -0.843 0.298
H 0.185 0.335 -1.992 0.156
H 1.842 -0.209 0.336 0.493
H -0.110 -1.293 1.770 0.467
```

Relative energies, kJ/mol: w 24.2; x 0.0.

w | ORCA calculation (wB97M-V/def2-TZVPD) on an isolated ion of composition C2H6O3P and charge -1.

Gap between HOMO and LUMO ... 8.878 eV
Charge ... -1
Structure (SMILES) ... C[C@@H](O)[P@H](=O)[O-]
2S+1 ... 1

```
12
Properties=species:S:1:pos:R:3:nbo_charge:R:1
C 0.845 -0.317 0.696 -0.636
C -0.149 -0.061 -0.411 -0.251
O -0.327 -1.276 -1.185 -0.736
P -1.949 0.314 0.090 1.988
O -2.373 -0.673 1.109 -1.191
O -2.831 0.587 -1.089 -1.162
H 1.030 0.596 1.332 0.195
H 0.515 -1.127 1.371 0.213
H 1.727 -0.774 0.441 0.196
H 0.215 0.848 -1.012 0.163
H -1.091 -1.634 -0.795 0.469
H -1.729 1.520 0.868 -0.249
```

x | ORCA calculation (wB97M-V/def2-TZVPD) on a 2-piece molecular cluster, C2H6O3P overall.

Gap between HOMO and LUMO ... 7.920 eV
Charge ... -1
2S+1 ... 1

```
12
Properties=species:S:1:pos:R:3:nbo_charge:R:1
C -2.248 0.633 -0.493 -0.239
C 2.331 0.406 0.918 -1.164
O 2.950 -1.062 -1.352 -1.114
O 0.536 -1.068 -0.516 -1.154
O -2.326 -0.465 0.479 -0.783
P 1.998 -0.846 -0.216 2.065
H -1.350 1.294 -0.255 0.183
H -3.141 1.209 -0.455 0.154
H -2.238 0.321 -1.541 0.162
H -1.491 -1.063 0.492 0.517
H 1.666 0.208 1.675 0.185
H 3.311 0.432 1.263 0.188
```

Relative energies, kJ/mol: w 0.0; x 121.3.

w | ORCA calculation (wB97M-V/def2-TZVPD) on an isolated ion of composition C5H13NP and charge +1.

Gap between HOMO and LUMO ... 5.234 eV
Charge ... +1
2S+1 ... 1

```
20
Properties=species:S:1:pos:R:3:nbo_charge:R:1
C 0.440 -1.237 -0.572 -0.431
C 1.756 -0.953 0.248 -0.558
C -0.838 -0.911 0.170 -0.247
C 2.002 0.417 0.439 -0.108
C -2.588 0.781 0.395 -0.407
N -1.534 0.247 -0.358 -0.599
P 1.354 1.848 -0.288 0.588
H 0.539 -0.706 -1.501 0.215
H 0.248 -2.329 -0.846 0.269
H 1.709 -1.503 1.247 0.301
H 2.615 -1.434 -0.283 0.337
H -1.605 -1.755 0.067 0.216
H -0.778 -0.818 1.288 0.167
H 2.835 0.673 1.042 0.239
H -2.151 0.983 1.305 0.165
H -2.939 1.693 -0.211 0.217
H -3.419 0.102 0.534 0.214
H -0.820 0.905 -0.597 0.315
H 0.836 1.370 -1.458 0.047
H 2.338 2.626 -0.622 0.060
```

x | ORCA calculation (wB97M-V/def2-TZVPD) on C5H13NP as an isolated structure.

Gap between HOMO and LUMO ... 10.217 eV
Charge ... +1
2S+1 ... 1

```
20
Properties=species:S:1:pos:R:3:nbo_charge:R:1
C -0.101 -1.297 0.826 -0.259
C -1.628 0.471 0.122 -0.540
C 0.956 -0.518 -0.662 -0.404
C 1.084 -1.556 -1.710 -0.693
C 0.341 2.333 0.304 -0.961
N -0.832 -0.155 1.305 -0.543
P -0.194 1.086 -0.973 0.830
H -0.870 -1.962 0.448 0.212
H 0.511 -1.720 1.693 0.239
H -2.345 -0.311 -0.306 0.258
H -2.322 1.335 0.377 0.268
H 1.984 -0.397 -0.166 0.248
H 0.869 -2.556 -1.566 0.244
H 2.186 -1.534 -2.130 0.244
H 0.488 -1.338 -2.646 0.235
H 1.412 2.272 0.311 0.255
H -0.009 2.348 1.244 0.206
H -0.011 3.312 -0.109 0.277
H -1.427 -0.397 2.044 0.432
H -0.093 0.585 1.597 0.453
```

Relative energies, kJ/mol: w 142.8; x 0.0.

w | ORCA calculation (wB97M-V/def2-TZVPD) on one molecule with the formula C2H4N2P2.

Gap between HOMO and LUMO (alpha / beta) ... 6.872 / 6.869 eV
2S+1 ... 1

```
10
Properties=species:S:1:pos:R:3:nbo_charge:R:1
C 0.758 -1.148 0.121 -0.210
C -0.560 1.841 -0.452 0.328
N -0.498 -1.171 0.540 -0.876
N -1.457 1.178 -0.096 -0.545
P 1.650 -0.010 -0.827 -0.024
P -1.872 -0.522 -0.075 1.011
H 1.443 -1.700 0.738 0.183
H 0.249 2.189 -0.891 0.252
H 2.775 -0.305 -0.104 -0.027
H -2.488 -0.352 1.047 -0.090
```

x | ORCA calculation (wB97M-V/def2-TZVPD) on one molecule with the formula C2H4N2P2.

Gap between HOMO and LUMO ... 8.376 eV
Structure (SMILES) ... Pc1cn[nH]p1
2S+1 ... 1

```
10
Properties=species:S:1:pos:R:3:nbo_charge:R:1
P 1.685 -1.018 -1.277 0.386
C 0.487 -0.249 -0.206 -0.595
C -0.750 0.200 -0.385 -0.126
N -1.380 0.855 0.574 -0.257
N -0.638 1.035 1.654 -0.599
P 0.926 0.453 1.670 0.623
H 0.677 -1.091 -2.081 -0.043
H 1.334 -2.207 -0.731 -0.020
H -1.296 0.292 -1.423 0.215
H -1.046 1.732 2.206 0.416
```

Relative energies, kJ/mol: w 153.9; x 0.0.